[1]
Density functional theory data (wB97M-V/def2-TZVPD) for the molecule C4H3N3 in a non-equilibrium geometry.

Output
ΔE to the lowest compared entry with this formula, charge and spin, kcal/mol: 78.9
Kohn-Sham gap, eV: 9.5
SMILES: C#Cc1cnn[nH]1

```
! RIJCOSX wB97M-V def2-TZVPD def2/J DEFGRID3
* xyz 0 1
C 2.564 -0.020 0.155
C 1.393 0.021 0.470
C -0.007 0.058 0.346
C -0.787 1.073 -0.154
N -2.022 0.586 -0.414
N -2.046 -0.679 -0.122
N -0.840 -1.019 0.319
H 2.929 -0.142 -0.845
H -0.511 2.103 -0.337
H -0.672 -1.981 0.582
*
```


[2]
Density functional theory data (wB97M-V/def2-TZVPD) for the molecule C4H3N3O in a non-equilibrium geometry.

Output
ΔE to the lowest compared entry with this formula, charge and spin, kcal/mol: 84.9
Kohn-Sham gap, eV: 9.4
SMILES: N#C/C=N\N=C\C=O

```
! RIJCOSX wB97M-V def2-TZVPD def2/J DEFGRID3
* xyz 0 1
N -0.715 -0.703 -2.831
C -0.347 0.360 -2.365
C 0.258 1.416 -1.661
N 0.269 1.322 -0.318
N -0.455 0.425 0.410
C 0.189 -0.437 1.019
C -0.398 -1.067 2.153
O 0.491 -1.748 2.787
H 0.856 1.954 -2.287
H 1.272 -0.649 0.781
H -1.419 -0.872 2.313
*
```


[3]
Density functional theory data (wB97M-V/def2-TZVPD) for the molecule C4H3N3O in a non-equilibrium geometry.

Output
ΔE to the lowest compared entry with this formula, charge and spin, kcal/mol: 70.7
Kohn-Sham gap, eV: 8.3
SMILES: N#Cc1ncc(N)o1

```
! RIJCOSX wB97M-V def2-TZVPD def2/J DEFGRID3
* xyz 0 1
N -3.926 -0.358 -0.047
C -2.627 -0.392 -0.044
C -1.268 -0.048 -0.144
N -0.888 1.273 -0.101
C 0.387 1.212 0.027
C 0.866 -0.097 -0.025
N 2.070 -0.674 -0.251
O -0.253 -0.960 -0.021
H 1.036 2.081 -0.194
H 2.750 -0.307 0.697
H 1.853 -1.729 0.104
*
```


[4]
Density functional theory data (wB97M-V/def2-TZVPD) for a cluster of 2 separate species, C4H3N3O3 in total in a non-equilibrium geometry.

Output
Kohn-Sham gap (spin up / spin down), eV: 8.8 / 6.4

```
! RIJCOSX wB97M-V def2-TZVPD def2/J DEFGRID3
* xyz 0 3
C -1.435 1.639 -0.433
C -2.473 -0.458 0.786
C -0.855 0.509 -1.100
C -0.508 -0.521 -0.190
N -1.936 2.505 0.117
N -3.364 -0.120 1.387
N -0.907 -1.849 -0.640
O -1.474 -1.946 -1.686
O -0.472 -2.796 0.025
O 0.344 -0.666 0.864
H 0.023 0.818 -1.666
H -1.442 0.122 -1.966
H -0.045 -1.441 1.320
*
```


[5]
Density functional theory data (wB97M-V/def2-TZVPD) for the ion C4H3N6 with charge +1 in a non-equilibrium geometry.

Output
ΔE to the lowest compared entry with this formula, charge and spin, kcal/mol: 68.6
Kohn-Sham gap (spin up / spin down), eV: 7.7 / 7.7

```
! RIJCOSX wB97M-V def2-TZVPD def2/J DEFGRID3
* xyz 1 1
C 2.462 0.877 0.197
C 0.071 1.474 -0.473
C 1.110 0.534 -0.128
C 0.700 -0.739 -0.078
N 3.569 0.853 0.508
N 1.529 -2.960 -0.314
N -1.128 1.078 -0.392
N -1.691 0.005 -0.427
N 1.336 -1.868 -0.173
N -2.596 -0.404 0.408
H 0.394 2.518 -0.851
H -2.632 -0.115 1.419
H -3.124 -1.253 0.304
*
```


[6]
Density functional theory data (wB97M-V/def2-TZVPD) for the molecule C4H3NO in a non-equilibrium geometry.

Output
ΔE to the lowest compared entry with this formula, charge and spin, kcal/mol: 67.5
Kohn-Sham gap, eV: 10.9
SMILES: C#C[C@H](O)C#N

```
! RIJCOSX wB97M-V def2-TZVPD def2/J DEFGRID3
* xyz 0 1
C -0.480 -0.337 1.836
C 0.094 -0.482 0.809
C -0.135 0.379 -0.414
O -0.970 -0.250 -1.306
C 1.255 0.393 -0.840
N 2.334 0.411 -1.234
H -0.920 -0.332 2.795
H -0.475 1.406 -0.319
H -0.721 -1.192 -1.347
*
```


[7]
Density functional theory data (wB97M-V/def2-TZVPD) for the molecule C4H3NO.

Output
ΔE to the lowest compared entry with this formula, charge and spin, kcal/mol: 59.0
Kohn-Sham gap, eV: 10.2
SMILES: C#C[C@H]1N=C1O

```
! RIJCOSX wB97M-V def2-TZVPD def2/J DEFGRID3
* xyz 0 1
C 2.330 -0.041 -0.292
C 1.195 -0.402 -0.111
C -0.185 -0.804 0.063
N -0.958 -0.277 1.322
C -1.207 0.183 0.186
O -1.888 1.074 -0.508
H 3.338 0.279 -0.443
H -0.445 -1.802 -0.283
H -2.181 1.790 0.066
*
```


[8]
Density functional theory data (wB97M-V/def2-TZVPD) for the molecule C4H3NO in a non-equilibrium geometry.

Output
ΔE to the lowest compared entry with this formula, charge and spin, kcal/mol: 34.4
Kohn-Sham gap, eV: 11.7
SMILES: C#C[C@H](O)C#N

```
! RIJCOSX wB97M-V def2-TZVPD def2/J DEFGRID3
* xyz 0 1
C -1.016 -1.552 -1.024
C -0.608 -0.588 -0.432
C -0.116 0.606 0.279
O 0.475 1.562 -0.563
C 0.818 0.199 1.362
N 1.573 -0.094 2.187
H -1.382 -2.413 -1.543
H -0.965 1.113 0.750
H 1.224 1.148 -1.013
*
```